63
Properties=species:S:1:pos:R:3:nbo_charge:R:1 method="wB97M-V/def2-TZVPD" homo_ev=-12.455 e_lumo_ev=-10.67 total_charge=+2
C 2.1549 -2.1487 3.9280 -0.6463
C 0.9177 -2.8460 3.1441 -0.5216
C 1.2708 -3.2164 1.5895 -0.4593
C -0.0386 -2.7366 0.7356 -0.3896
C 0.1206 -2.9734 -0.8383 -0.4233
C -1.3337 -2.7341 -1.5579 -0.4120
C -2.3610 -1.8718 -0.6768 -0.4120
C -3.6649 -1.3697 -1.5018 -0.4179
C -4.2832 -0.1247 -0.6600 -0.3994
C -4.0585 1.3015 -1.3611 -0.4130
C -2.5226 1.7029 -1.5926 -0.4217
C -2.0066 2.9047 -0.6390 -0.4022
C -1.4993 2.4256 0.8100 -0.4286
C -0.0321 2.9363 1.2140 -0.4148
C 1.1700 2.0137 0.6747 -0.2195
C 0.8016 1.0978 -0.6005 -0.4308
C 2.2076 0.4095 -1.0782 -0.4107
C 3.0259 1.6022 -1.8179 -0.1614
C 4.5521 1.2366 -2.1088 0.6957
O 5.3392 2.0797 -2.6555 -0.5828
O 5.0813 -0.0118 -1.8178 -0.5823
N 2.8327 2.9250 -1.1223 -0.5265
C 2.5286 2.8080 0.3404 -0.2497
H 3.1182 -2.7721 3.7844 0.0604
H 1.8373 -2.0713 5.0378 0.2783
H 2.2515 -1.0721 3.5301 0.3277
H 0.0706 -2.0611 3.1204 0.3178
H 0.4752 -3.7776 3.6488 0.2059
H 1.4728 -4.3389 1.4882 0.1993
H 2.1907 -2.6260 1.2169 0.2372
H -0.1602 -1.6179 1.0015 0.2177
H -0.9093 -3.3666 1.1611 0.2272
H 0.8649 -2.2550 -1.3431 0.2146
H 0.5140 -4.0321 -1.0728 0.2256
H -1.2185 -2.2491 -2.5960 0.2293
H -1.7953 -3.7906 -1.6488 0.2211
H -2.7697 -2.4679 0.2233 0.2069
H -1.8592 -0.9060 -0.2811 0.1780
H -3.3740 -1.0946 -2.5681 0.2173
H -4.4542 -2.2057 -1.4374 0.2277
H -3.8156 -0.0546 0.3974 0.1849
H -5.4072 -0.2702 -0.5009 0.2283
H -4.5697 2.0847 -0.6830 0.2149
H -4.6307 1.2947 -2.3480 0.2222
H -2.4400 2.1195 -2.6692 0.2241
H -1.8253 0.8013 -1.5561 0.1921
H -1.0856 3.3465 -1.1876 0.1788
H -2.7588 3.7745 -0.5842 0.2380
H -2.2265 2.8837 1.5838 0.2355
H -1.6387 1.2921 0.8883 0.1994
H 0.1326 4.0364 0.9007 0.2183
H 0.0355 2.9396 2.3690 0.2238
H 1.4380 1.2774 1.5274 0.1957
H 0.5053 1.7967 -1.4642 0.2049
H 0.0291 0.2873 -0.3920 0.2406
H 1.9852 -0.4581 -1.7928 0.2555
H 2.7457 0.0518 -0.1241 0.2093
H 2.5238 1.7201 -2.8531 0.2541
H 2.0697 3.4354 -1.5963 0.4407
H 3.7254 3.4538 -1.2287 0.4770
H 2.4982 3.8583 0.7947 0.2488
H 3.4233 2.2704 0.8280 0.2383
Pb 2.8289 -4.6472 4.0179 1.5125